This record from the OMol25 dataset describes a structure of composition C29H27BrCoN9O7. The level of theory is ωB97M-V/def2-TZVPD.

The net charge is +2. The strongest force on any atom comes out at 0.01016 Eh/bohr. The electronic energy is -165913.88965 eV. Its spin multiplicity is 5. The calculation puts the energy relative to the best compared isomer or geometry (same formula, charge and spin) at 102.0 kJ/mol. The value obtained for the LUMO energy (alpha / beta) is -5.99 / -8.98 eV.

Geometry as XYZ:
```
74
C29H27BrCoN9O7 ωB97M-V/def2-TZVPD
Co 1.290 0.784 -0.038
O 5.227 4.218 -2.550
C 5.836 3.493 -1.624
O 6.990 3.640 -1.334
C 5.030 2.450 -0.915
C 5.574 1.669 0.088
N 4.606 0.850 0.527
N 3.460 1.039 -0.140
C 3.703 2.003 -1.019
C 2.574 2.413 -1.906
O 2.684 3.356 -2.666
O 1.507 1.688 -1.769
H 4.275 3.979 -2.655
H 6.573 1.658 0.485
H 4.677 0.137 1.234
C -0.935 3.811 -0.565
O -0.980 2.379 -0.486
C -2.156 1.784 -0.217
C -3.271 2.401 0.338
C -4.422 1.657 0.592
Br -5.903 2.505 1.373
C -4.486 0.316 0.273
C -3.369 -0.311 -0.308
C -2.203 0.423 -0.530
O -1.067 -0.191 -1.020
C -3.504 -1.681 -0.715
N -4.661 -2.376 -0.561
C -4.439 -3.567 -1.102
C -5.325 -4.680 -1.223
C -4.847 -5.793 -1.845
C -3.517 -5.842 -2.350
C -2.621 -4.781 -2.247
C -3.103 -3.655 -1.621
N -2.559 -2.421 -1.333
H -1.709 4.163 -1.248
H 0.049 4.045 -0.957
H -1.067 4.251 0.424
H -3.249 3.454 0.579
H -5.384 -0.256 0.440
H -0.754 0.276 -1.814
H -6.329 -4.607 -0.834
H -5.470 -6.665 -1.974
H -3.192 -6.751 -2.838
H -1.621 -4.856 -2.647
H -1.642 -2.063 -1.571
N 1.645 -0.998 -2.661
C 1.809 -1.811 -1.585
C 2.144 -3.170 -1.748
C 2.272 -3.966 -0.642
C 2.074 -3.421 0.634
C 1.754 -2.092 0.710
N 1.606 -1.291 -0.365
H 1.959 -1.346 -3.551
H 1.733 0.006 -2.524
H 2.321 -3.559 -2.739
H 2.540 -5.007 -0.756
H 2.185 -4.012 1.528
H 1.623 -1.610 1.670
C 1.297 4.052 3.510
N 0.727 2.713 3.350
C -0.002 2.120 4.328
C -0.555 0.896 4.167
C -0.333 0.241 2.921
N 0.405 0.812 1.973
C 0.911 2.064 2.159
O 1.533 2.575 1.223
N -0.856 -0.964 2.677
H 1.320 4.289 4.569
H 0.691 4.781 2.975
H 2.307 4.055 3.104
H -0.110 2.688 5.242
H -1.130 0.441 4.956
H -1.428 -1.429 3.360
H -0.712 -1.400 1.782
```